1.
This record from OMol25 describes a molecular structure, C48H52InN8SSi. The level of theory is wB97M-V/def2-TZVPD.

Summary:
LUMO energy ... -1.91 eV
2S+1 ... 1
Charge ... +1
Kohn-Sham gap ... 8.0 eV
Energy ... -86423.445 eV

XYZ file:
```
111
Properties=species:S:1:pos:R:3:forces:R:3:lowdin_charge:R:1
In -0.192 -0.336 -0.759 -0.1 0.0 -0.2 0.769
C -2.181 1.090 1.900 0.0 0.0 0.0 -0.090
N -2.129 -0.058 0.951 0.0 0.0 0.1 -0.171
C -3.240 0.198 0.019 0.0 0.1 0.0 -0.121
C -2.939 1.433 -0.793 -0.1 -0.1 0.0 -0.270
C -3.936 2.288 -1.231 0.1 -0.1 0.0 0.006
C -3.573 3.417 -1.946 0.0 0.0 0.0 -0.028
C -2.228 3.663 -2.173 0.0 0.0 0.0 -0.029
C -1.298 2.751 -1.710 0.0 0.0 0.0 -0.150
N -1.649 1.647 -1.049 0.0 0.0 0.0 0.048
C -2.273 -1.350 1.610 0.0 0.0 0.0 -0.118
C -2.259 -2.497 0.630 0.0 0.0 0.0 -0.245
C -2.782 -3.737 0.966 0.0 0.0 0.0 0.001
C -2.720 -4.760 0.037 0.0 0.0 0.0 -0.034
C -2.157 -4.508 -1.206 0.0 0.0 0.0 -0.023
C -1.668 -3.242 -1.463 0.0 0.0 0.0 -0.109
N -1.715 -2.260 -0.561 0.0 -0.1 0.2 0.046
C 0.096 1.811 3.067 0.1 0.1 0.0 -0.133
C 0.695 2.604 3.971 0.0 0.0 0.0 -0.025
C 1.986 3.221 3.734 0.0 0.0 0.0 -0.047
C 2.601 3.129 2.547 0.0 0.0 0.0 -0.022
C 2.003 2.353 1.454 0.1 0.0 0.0 -0.125
N 0.674 2.630 0.849 -0.1 0.0 -0.1 0.076
H -3.218 1.117 2.269 0.0 0.0 0.0 0.140
H -2.062 1.973 1.282 0.0 0.0 0.0 0.106
H -4.187 0.329 0.559 0.0 0.0 0.0 0.141
H -3.345 -0.649 -0.657 0.0 0.0 0.0 0.107
H -4.972 2.072 -1.006 0.0 0.0 0.0 0.123
H -4.328 4.103 -2.306 0.0 0.0 0.0 0.117
H -1.897 4.546 -2.700 0.0 0.0 0.0 0.111
H -0.239 2.886 -1.881 0.0 0.0 0.0 0.081
H -3.190 -1.399 2.215 0.0 0.0 0.0 0.143
H -1.426 -1.476 2.284 0.0 0.0 0.0 0.110
H -3.229 -3.889 1.939 0.0 0.0 0.0 0.122
H -3.115 -5.739 0.273 0.0 0.0 0.0 0.117
H -2.095 -5.274 -1.965 0.0 0.0 0.0 0.116
H -1.225 -2.986 -2.416 0.0 0.0 0.0 0.113
H 0.177 2.865 4.885 0.0 0.0 0.0 0.130
H 2.442 3.783 4.539 0.0 0.0 0.0 0.111
H 3.578 3.567 2.391 0.0 0.0 0.0 0.112
H 2.677 1.918 0.727 0.0 0.0 0.0 0.147
C 4.528 -0.783 1.810 0.0 0.1 0.0 -0.003
C 4.199 -1.419 3.130 0.1 -0.1 0.0 -0.214
C 5.113 -2.257 3.758 0.1 0.0 0.1 -0.041
C 4.843 -2.844 4.987 0.0 0.1 -0.1 -0.066
C 3.636 -2.594 5.620 0.0 0.0 0.0 -0.070
C 2.703 -1.771 5.006 0.0 0.0 0.0 -0.014
C 2.981 -1.194 3.774 0.1 -0.2 0.1 -0.220
N 2.003 -0.354 3.167 -0.1 0.3 0.1 0.166
C 1.325 -0.671 2.033 0.2 -0.4 0.0 -0.352
N 1.327 -2.018 1.761 0.0 0.2 0.0 0.157
C 1.611 -2.622 0.498 -0.1 0.1 -0.1 -0.237
C 1.215 -2.010 -0.681 -0.1 0.1 -0.2 -0.194
C 1.601 -2.618 -1.878 0.1 -0.1 0.1 -0.149
C 2.306 -3.813 -1.886 0.0 0.1 -0.1 -0.076
C 2.632 -4.423 -0.684 0.0 0.0 0.0 -0.045
C 2.301 -3.840 0.530 0.0 0.0 0.1 -0.212
C 2.662 -4.514 1.830 0.0 0.0 -0.1 -0.025
N 0.685 0.206 1.300 -0.1 0.1 -0.2 0.122
C 0.772 1.548 1.787 -0.1 0.0 0.1 -0.389
C 0.025 3.853 1.120 0.0 0.0 0.0 -0.092
C -0.993 4.298 1.887 0.0 0.0 0.0 -0.048
C -1.904 3.846 2.957 0.0 0.0 0.0 -0.075
C -2.079 2.679 3.583 0.0 0.0 0.0 -0.068
C -1.363 1.388 3.204 0.0 0.0 0.0 -0.368
C -1.533 0.335 4.300 0.0 0.0 0.0 -0.016
H 5.582 -0.924 1.579 0.0 0.0 0.0 0.087
H 4.328 0.290 1.847 0.0 0.0 -0.1 0.078
H 3.956 -1.206 0.980 -0.1 0.0 0.1 0.085
H 6.061 -2.449 3.272 0.0 0.0 0.0 0.118
H 5.576 -3.490 5.449 0.0 0.0 0.0 0.110
H 3.419 -3.036 6.582 0.0 0.0 0.0 0.108
H 1.749 -1.574 5.479 0.0 0.0 0.0 0.116
H 1.840 0.544 3.597 0.0 0.0 -0.1 0.124
H 1.727 -2.537 2.530 0.0 0.0 0.0 0.104
H 1.341 -2.147 -2.819 0.0 0.0 0.0 0.061
H 2.595 -4.272 -2.822 0.0 0.0 0.0 0.105
H 3.169 -5.364 -0.682 0.0 0.0 0.0 0.112
H 3.178 -5.453 1.635 0.0 0.0 0.0 0.085
H 1.768 -4.750 2.415 0.0 0.0 0.0 0.091
H 3.324 -3.908 2.455 0.0 0.0 0.0 0.065
H 0.466 4.614 0.483 0.0 0.0 0.0 0.127
H -1.183 5.341 1.658 0.0 0.0 0.0 0.100
H -2.536 4.656 3.304 0.0 0.0 0.0 0.108
H -2.826 2.615 4.366 0.0 0.0 0.0 0.127
H -2.581 0.049 4.408 0.0 0.0 0.0 0.093
H -1.190 0.734 5.255 0.0 0.0 0.0 0.092
H -0.946 -0.559 4.091 0.0 0.0 0.0 0.070
C 1.493 0.842 -6.481 0.0 0.0 0.1 -0.177
Si -0.068 1.786 -6.081 0.0 0.0 0.0 0.507
C 0.315 3.396 -5.203 0.0 0.0 0.0 -0.177
C -0.962 2.186 -7.678 0.0 0.0 0.0 -0.186
C -1.243 0.733 -5.026 0.1 0.0 0.0 -0.231
C -2.501 0.394 -5.499 -0.1 0.0 0.0 -0.070
C -3.383 -0.374 -4.737 0.0 0.0 -0.1 -0.054
C -2.962 -0.781 -3.493 0.0 0.0 0.1 -0.146
N -1.759 -0.479 -2.997 -0.1 -0.1 0.1 -0.008
C -0.914 0.243 -3.741 0.2 0.1 0.0 -0.697
S 0.643 0.539 -3.001 0.2 0.2 0.0 0.692
H 2.132 1.440 -7.132 0.0 0.0 0.0 0.036
H 1.260 -0.087 -7.003 0.0 0.0 0.0 0.037
H 2.058 0.596 -5.582 0.0 0.0 0.0 0.005
H 0.938 4.020 -5.848 0.0 0.0 0.0 0.036
H 0.856 3.225 -4.272 0.0 0.0 0.0 0.003
H -0.595 3.956 -4.985 -0.1 0.0 0.0 0.023
H -0.316 2.803 -8.304 0.0 0.0 0.0 0.036
H -1.885 2.743 -7.507 0.0 0.0 0.0 0.035
H -1.204 1.289 -8.252 0.0 0.0 0.0 0.037
H -2.815 0.733 -6.478 0.0 0.0 0.0 0.096
H -4.362 -0.643 -5.105 0.0 0.0 0.0 0.105
H -3.605 -1.379 -2.852 0.0 0.0 0.0 0.109
```
Positions in Å, forces in eV/Å.


2.
This record from OMol25 describes a molecular structure, C48H52InN8SSi. The level of theory is wB97M-V/def2-TZVPD.

Summary:
LUMO energy ... -1.90 eV
2S+1 ... 1
Charge ... +1
Kohn-Sham gap ... 8.0 eV
Energy ... -86423.716 eV

XYZ file:
```
111
Properties=species:S:1:pos:R:3:forces:R:3:lowdin_charge:R:1
In -0.234 -0.139 -0.822 0.0 0.1 0.0 0.753
C -2.236 1.255 1.974 0.0 0.0 0.0 -0.095
N -2.207 0.064 1.092 -0.1 0.0 0.1 -0.169
C -3.334 0.221 0.165 0.0 0.0 0.0 -0.124
C -3.130 1.446 -0.688 0.0 0.0 0.0 -0.264
C -4.193 2.230 -1.099 0.0 0.0 0.0 0.002
C -3.934 3.385 -1.821 0.0 0.0 0.0 -0.032
C -2.619 3.733 -2.073 0.0 0.0 0.0 -0.027
C -1.613 2.889 -1.633 0.0 0.0 0.0 -0.144
N -1.862 1.753 -0.980 0.0 0.0 0.0 0.056
C -2.311 -1.183 1.829 0.0 0.0 0.0 -0.125
C -2.209 -2.402 0.946 0.0 0.0 0.0 -0.249
C -2.637 -3.640 1.409 0.0 0.0 0.0 -0.004
C -2.466 -4.750 0.602 0.0 0.0 0.0 -0.038
C -1.878 -4.590 -0.646 0.0 0.0 0.0 -0.027
C -1.485 -3.323 -1.027 0.0 0.0 0.0 -0.116
N -1.650 -2.247 -0.250 0.0 0.0 0.0 0.071
C 0.112 1.854 3.070 0.0 0.0 0.0 -0.128
C 0.785 2.608 3.955 0.0 0.0 0.0 -0.022
C 2.115 3.131 3.697 0.0 0.0 0.0 -0.044
C 2.701 2.992 2.501 0.0 0.0 0.0 -0.024
C 2.033 2.250 1.426 0.0 0.0 0.0 -0.128
N 0.722 2.622 0.829 0.0 0.0 0.0 0.074
H -3.268 1.338 2.353 0.0 0.0 0.0 0.142
H -2.089 2.109 1.320 0.0 0.0 0.0 0.107
H -4.289 0.310 0.703 0.0 0.0 0.0 0.139
H -3.395 -0.664 -0.468 0.0 0.0 0.0 0.113
H -5.205 1.944 -0.841 0.0 0.0 0.0 0.122
H -4.747 4.014 -2.157 0.0 0.0 0.0 0.117
H -2.364 4.641 -2.602 0.0 0.0 0.0 0.114
H -0.571 3.106 -1.817 0.0 0.0 0.0 0.060
H -3.239 -1.234 2.418 0.0 0.0 0.0 0.143
H -1.480 -1.227 2.534 0.0 0.0 0.0 0.109
H -3.093 -3.723 2.387 0.0 0.0 0.0 0.121
H -2.787 -5.727 0.938 0.0 0.0 0.0 0.116
H -1.723 -5.428 -1.310 0.0 0.0 0.0 0.115
H -0.999 -3.152 -1.980 0.0 0.0 0.0 0.112
H 0.297 2.920 4.870 0.0 0.0 0.0 0.129
H 2.621 3.660 4.494 0.0 0.0 0.0 0.111
H 3.704 3.360 2.325 0.0 0.0 0.0 0.114
H 2.666 1.754 0.699 0.0 0.0 0.0 0.146
C 4.382 -0.781 1.871 0.0 0.0 0.0 -0.003
C 4.008 -1.576 3.091 0.0 0.0 0.0 -0.210
C 4.901 -2.469 3.674 0.0 0.0 0.0 -0.038
C 4.560 -3.202 4.802 0.0 0.0 0.0 -0.067
C 3.308 -3.053 5.378 0.0 0.0 0.0 -0.070
C 2.398 -2.173 4.810 0.0 0.0 0.0 -0.016
C 2.747 -1.447 3.680 0.0 0.0 0.0 -0.217
N 1.797 -0.538 3.112 -0.1 0.0 0.0 0.168
C 1.191 -0.740 1.911 0.0 0.0 0.0 -0.356
N 1.204 -2.039 1.485 0.0 0.0 0.0 0.163
C 1.528 -2.510 0.171 0.0 0.0 0.0 -0.242
C 1.185 -1.780 -0.956 0.0 0.0 0.0 -0.202
C 1.608 -2.274 -2.190 0.0 0.0 0.0 -0.136
C 2.287 -3.478 -2.294 0.0 0.0 0.0 -0.076
C 2.555 -4.213 -1.147 0.0 0.0 0.0 -0.043
C 2.193 -3.743 0.108 0.0 0.0 0.0 -0.212
C 2.497 -4.548 1.345 0.0 0.0 0.0 -0.026
N 0.588 0.219 1.249 0.0 0.0 0.0 0.113
C 0.749 1.539 1.779 0.0 0.0 0.0 -0.379
C 0.180 3.896 1.088 0.0 0.0 0.0 -0.094
C -0.796 4.427 1.854 0.0 0.0 0.0 -0.050
C -1.738 4.057 2.925 0.0 0.0 0.0 -0.075
C -1.994 2.919 3.575 0.0 0.0 0.0 -0.071
C -1.378 1.565 3.247 0.0 0.0 0.0 -0.369
C -1.613 0.605 4.419 0.0 0.0 0.0 -0.022
H 5.439 -0.904 1.644 0.0 0.0 0.0 0.088
H 4.183 0.281 2.024 0.0 0.0 0.0 0.075
H 3.814 -1.101 0.993 0.0 0.0 0.0 0.085
H 5.885 -2.585 3.236 0.0 0.0 0.0 0.118
H 5.277 -3.887 5.234 0.0 0.0 0.0 0.110
H 3.038 -3.616 6.261 0.0 0.0 0.0 0.108
H 1.412 -2.041 5.239 0.0 0.0 0.0 0.115
H 1.609 0.324 3.603 0.0 0.0 0.0 0.128
H 1.546 -2.657 2.206 0.0 0.0 0.0 0.105
H 1.388 -1.708 -3.089 0.0 0.0 0.0 0.078
H 2.596 -3.853 -3.262 0.0 0.0 0.0 0.105
H 3.068 -5.165 -1.220 0.0 0.0 0.0 0.112
H 2.990 -5.480 1.078 0.0 0.0 0.0 0.085
H 1.586 -4.808 1.893 0.0 0.0 0.0 0.089
H 3.160 -4.016 2.036 0.0 0.0 0.0 0.069
H 0.680 4.613 0.444 0.0 0.0 0.0 0.128
H -0.902 5.481 1.619 0.0 0.0 0.0 0.100
H -2.316 4.914 3.254 0.0 0.0 0.0 0.108
H -2.749 2.931 4.354 0.0 0.0 0.0 0.126
H -2.676 0.376 4.530 0.0 0.0 0.0 0.094
H -1.272 1.069 5.345 0.0 0.0 0.0 0.091
H -1.065 -0.331 4.306 0.0 0.0 0.0 0.068
C 1.841 1.214 -6.276 0.0 0.0 0.0 -0.178
Si 0.071 1.783 -6.122 0.0 0.0 0.0 0.505
C -0.055 3.525 -5.450 0.0 0.0 0.0 -0.177
C -0.739 1.725 -7.808 0.0 0.0 0.0 -0.186
C -0.912 0.615 -4.995 0.0 0.0 0.0 -0.225
C -2.031 -0.051 -5.472 0.0 0.0 0.0 -0.062
C -2.807 -0.872 -4.651 0.0 0.0 0.0 -0.048
C -2.432 -0.997 -3.337 0.0 0.0 0.0 -0.133
N -1.359 -0.372 -2.841 0.1 0.0 0.0 -0.035
C -0.592 0.413 -3.633 -0.1 0.0 0.0 -0.701
S 0.773 1.155 -2.842 0.0 -0.1 0.0 0.689
H 2.378 1.861 -6.975 0.0 0.0 0.0 0.036
H 1.886 0.195 -6.666 0.0 0.0 0.0 0.037
H 2.363 1.236 -5.320 0.0 0.0 0.0 0.005
H 0.450 4.227 -6.118 0.0 0.0 0.0 0.036
H 0.404 3.603 -4.464 0.0 0.0 0.0 0.003
H -1.102 3.831 -5.374 0.0 0.0 0.0 0.031
H -0.195 2.385 -8.489 0.0 0.0 0.0 0.037
H -1.776 2.067 -7.786 0.0 0.0 0.0 0.035
H -0.718 0.723 -8.242 0.0 0.0 0.0 0.037
H -2.322 0.071 -6.509 0.0 0.0 0.0 0.097
H -3.679 -1.389 -5.026 0.0 0.0 0.0 0.107
H -2.994 -1.611 -2.642 0.0 0.0 0.0 0.104
```
Positions in Å, forces in eV/Å.